{
  "formula": "C5H8O",
  "method": "ωB97M-V/def2-TZVPD",
  "lumo_ev": 1.2,
  "de_lowest_kj_mol": 286.8,
  "energy_ev": -7359.2830,
  "charge": 0,
  "e_homo_ev": -9.5,
  "homo_lumo_gap_ev": 10.67,
  "species": ["O", "C", "C", "C", "C", "C", "H", "H", "H", "H", "H", "H", "H", "H"],
  "coordinates": [[2.670, -0.654, -1.003], [2.658, 0.383, -0.538], [0.092, -0.552, 1.221], [-0.449, -1.413, 0.100], [-1.325, -0.175, -0.271], [-0.658, 0.507, 0.904], [0.876, 2.338, -0.858], [0.828, -0.744, 1.998], [0.278, -1.709, -0.665], [-1.013, -2.298, 0.414], [-1.117, 0.259, -1.256], [-2.406, -0.330, -0.177], [0.332, 2.804, -1.061], [-0.769, 1.503, 1.323]],
  "forces_ev_per_angstrom": [[0.0, 1.3, 0.5], [0.1, -1.3, -0.6], [0.0, 0.1, 0.1], [0.0, -0.2, -0.1], [-0.1, 0.1, -0.1], [0.1, 0.0, 0.1], [-0.1, 0.1, 0.0], [-0.1, 0.1, -0.1], [-0.1, 0.0, 0.1], [0.1, 0.1, 0.0], [0.0, -0.1, 0.1], [0.2, 0.0, 0.0], [0.1, 0.0, 0.0], [0.0, -0.2, 0.0]],
  "mulliken_charge": [-0.15, 0.13, -0.50, -0.37, -0.40, -0.40, -0.28, 0.40, 0.16, 0.26, 0.21, 0.25, 0.28, 0.40]
}

***

{
  "formula": "C10H16",
  "method": "ωB97M-V/def2-TZVPD",
  "lumo_ev": 1.0,
  "smiles": "Cc1ccccc1.CCC",
  "de_lowest_kj_mol": 226.7,
  "energy_ev": -10627.3939,
  "charge": 0,
  "e_homo_ev": -9.0,
  "homo_lumo_gap_ev": 10.01,
  "species": ["C", "C", "C", "H", "H", "H", "H", "H", "H", "H", "H", "C", "C", "C", "C", "C", "C", "C", "H", "H", "H", "H", "H", "H", "H", "H"],
  "coordinates": [[-3.011, -0.276, 0.021], [-2.822, -1.529, -0.907], [-3.390, 0.962, -0.912], [-1.977, -0.124, 0.393], [-3.682, -0.419, 0.954], [-1.814, -1.707, -0.972], [-3.468, -2.293, -0.440], [-4.442, 1.116, -0.994], [-3.122, -1.336, -1.970], [-3.015, 0.855, -1.978], [-3.101, 1.950, -0.533], [2.874, -1.055, 2.148], [1.500, 1.413, -1.093], [1.324, -0.014, -1.121], [2.277, 1.969, -0.044], [1.836, -0.844, -0.134], [2.836, 1.072, 0.907], [2.486, -0.243, 0.941], [1.297, 2.073, -1.848], [0.646, -0.282, -1.866], [2.751, 2.943, 0.105], [1.770, -1.873, -0.154], [3.465, 1.452, 1.903], [3.508, -1.920, 2.021], [2.031, -1.591, 2.587], [3.241, -0.300, 2.988]],
  "forces_ev_per_angstrom": [[0.6, 1.0, -0.8], [-3.6, 1.1, 0.4], [0.7, -0.2, 0.2], [-0.7, 0.4, 0.2], [0.9, 0.2, -1.9], [2.3, -1.2, 0.2], [0.8, -0.4, -0.8], [-1.1, -0.5, -0.1], [-0.3, -0.2, 1.0], [-0.1, 0.0, 1.4], [0.6, -0.3, 0.1], [0.0, 1.2, 2.1], [2.4, -1.5, 3.4], [0.3, 2.5, 0.9], [1.6, -1.8, 0.5], [-0.2, 2.8, -0.3], [0.1, 2.3, 2.5], [0.9, -1.6, 0.4], [-1.3, 1.1, -2.0], [-0.6, -1.3, -1.3], [-1.1, 0.2, -0.9], [-0.6, -2.1, -0.1], [-1.7, -0.7, -3.0], [1.0, 0.2, -0.4], [-0.6, 0.5, 0.0], [-0.4, -1.9, -1.7]],
  "mulliken_charge": [-0.05, -0.99, -1.18, 0.10, 0.35, 0.24, 0.28, 0.36, 0.28, 0.28, 0.33, -1.26, -0.68, -0.59, -0.43, -0.55, -0.33, 1.06, 0.49, 0.48, 0.33, 0.50, 0.06, 0.33, 0.32, 0.26]
}

***

{
  "formula": "C6H26NO8",
  "method": "ωB97M-V/def2-TZVPD",
  "lumo_ev": 3.1,
  "de_lowest_kj_mol": 170.0,
  "energy_ev": -24513.7082,
  "charge": -1,
  "e_homo_ev": -5.9,
  "homo_lumo_gap_ev": 9.05,
  "species": ["C", "N", "C", "O", "C", "C", "C", "C", "H", "H", "H", "H", "H", "H", "H", "H", "H", "H", "H", "H", "H", "H", "O", "H", "H", "O", "H", "H", "O", "H", "H", "O", "H", "H", "O", "H", "H", "O", "H", "H", "O"],
  "coordinates": [[0.506, -0.623, -1.418], [1.769, -0.684, -2.167], [2.758, -1.645, -1.692], [2.485, -2.982, -2.153], [0.743, -0.429, 0.060], [0.732, 1.042, 0.514], [0.454, 0.978, 2.015], [1.489, 0.916, 2.840], [0.148, -1.687, -1.552], [-0.279, -0.065, -1.882], [1.732, -0.528, -3.213], [3.675, -1.388, -2.211], [2.830, -1.807, -0.631], [-0.100, -0.957, 0.606], [1.582, -1.001, 0.519], [1.607, 1.661, 0.310], [-0.157, 1.536, 0.008], [-0.669, 1.004, 2.176], [2.467, 0.947, 2.354], [1.436, 1.138, 3.883], [1.126, 1.651, -2.276], [-0.069, 2.744, -2.478], [0.873, 2.570, -2.480], [-2.053, -1.490, 1.462], [-2.911, -0.567, 3.387], [-2.887, -0.434, 2.440], [0.607, 3.642, 0.546], [0.769, 3.711, -0.994], [1.160, 4.010, -0.145], [-0.127, -3.801, 1.125], [1.868, -3.390, -1.502], [-0.204, -3.480, 0.226], [-0.917, -2.760, 0.255], [-3.157, -1.777, 0.350], [-2.217, -1.866, 0.508], [-2.654, 1.251, -0.483], [-2.468, -0.080, -1.054], [-2.764, 0.818, -1.358], [-2.808, 0.710, 2.062], [-3.594, 1.467, 0.785], [-2.777, 1.647, 1.259]],
  "forces_ev_per_angstrom": [[0.9, -4.3, -0.4], [1.0, 1.8, -0.4], [-1.1, -0.5, -2.4], [-0.7, -0.8, 0.5], [-1.2, 0.0, 1.1], [-1.4, -0.4, 0.3], [-1.2, 0.7, -1.2], [-0.1, 0.8, -0.5], [-0.4, 0.8, 0.5], [-0.1, 1.1, -0.1], [0.1, -0.7, 2.0], [0.4, 0.1, 0.5], [0.2, 1.2, 0.4], [0.7, 1.0, -0.8], [-0.2, 0.7, -0.8], [0.1, -0.5, -0.2], [0.9, -0.5, 0.6], [1.6, -0.1, 0.6], [0.0, 0.0, 0.4], [-0.1, -0.5, 0.7], [-0.7, 0.4, 0.1], [-0.3, -1.0, 0.0], [0.7, 0.4, -0.4], [-1.4, 0.2, -1.5], [0.0, 0.2, 0.2], [0.2, -0.3, 0.6], [-0.2, 0.0, 0.0], [0.7, 0.0, 0.8], [-0.2, 0.5, -0.4], [-0.1, 0.0, 0.1], [0.4, 0.3, -0.7], [-0.2, 0.6, -0.3], [0.6, -1.3, -0.1], [-0.1, 0.1, 0.3], [0.9, 0.2, 0.8], [0.2, 0.4, 0.0], [-0.4, 0.8, -0.7], [0.6, -1.4, 0.5], [0.0, 0.0, -0.9], [-0.4, 0.2, 0.4], [0.1, 0.0, 0.3]],
  "mulliken_charge": [-1.05, -0.23, -0.51, -0.62, 0.44, -0.66, 0.12, -0.98, 0.28, 0.74, 0.27, 0.38, 0.31, -0.34, 0.28, 0.64, -0.03, 0.09, 0.28, 0.34, 0.34, 0.37, -0.79, 0.48, 0.16, -0.84, 0.34, 0.37, -0.67, 0.28, 0.33, -0.62, 0.38, 0.27, -0.80, 0.36, 0.28, -0.70, 0.37, 0.25, -0.93]
}

***

Number 2 is which compound?
C10H16